Record 1
The following is a quantum chemistry calculation of one molecule with the formula C3H5Cl2FN2, from the Open Molecules 2025 dataset.

Each line ends with the natural charge from an NBO analysis.
Positions of all 13 atoms, in Å:
1 C -2.495 -0.775 0.040  -0.64
2 C -1.201 0.196 -0.123  0.17
3 N -1.290 1.369 -0.591  -0.21
4 N -0.043 1.959 -0.516  -0.65
5 C 0.209 -0.445 0.200  0.23
6 F -0.189 -1.651 0.792  -0.34
7 Cl 1.285 -0.824 -1.212  -0.01
8 Cl 1.038 0.602 1.315  0.06
9 H -3.289 -0.113 -0.417  0.24
10 H -2.270 -1.813 -0.309  0.24
11 H -2.763 -0.782 1.045  0.22
12 H 0.753 1.537 -0.775  0.35
13 H 0.033 2.655 -1.383  0.35

Net charge ... 0
Structure (SMILES) ... C/C(=N/N)C(F)(Cl)Cl
LUMO level ... 0.57 eV
HOMO energy ... -0.34979 Eh

Record 2
The following is a quantum chemistry calculation of one molecule with the formula C3H5Cl2NS, from the Open Molecules 2025 dataset.

Each line ends with the natural charge from an NBO analysis.
Positions of all 12 atoms, in Å:
1 Cl 2.283 -1.043 0.541  -0.05
2 C 0.609 -0.415 0.535  -0.25
3 C 0.638 1.099 0.386  -0.59
4 S -1.066 1.537 0.432  0.41
5 N -1.227 0.419 -0.838  -0.79
6 C -0.325 -0.940 -0.542  -0.09
7 Cl -1.417 -2.206 -0.040  0.00
8 H 0.278 -0.947 1.413  0.25
9 H 1.103 1.646 1.204  0.25
10 H 1.214 1.492 -0.518  0.25
11 H -2.160 0.241 -1.028  0.37
12 H 0.070 -0.885 -1.544  0.25

Net charge ... 0
Structure (SMILES) ... Cl[C@H]1CSN[C@@H]1Cl
LUMO level ... 0.62 eV
HOMO energy ... -0.30074 Eh

Record 3
The following is a quantum chemistry calculation of C3H5Cl2P as an isolated structure, from the Open Molecules 2025 dataset.

Each line ends with the natural charge from an NBO analysis.
Positions of all 11 atoms, in Å:
1 C 1.364 0.794 1.264  -0.24
2 C 0.553 -0.098 0.686  -0.23
3 C -0.541 0.058 -0.190  -0.35
4 P -0.409 -1.133 -1.682  0.34
5 Cl -2.011 -1.249 0.889  -0.17
6 Cl -1.352 1.601 -0.250  0.02
7 H 2.200 0.656 1.921  0.20
8 H 1.264 1.905 1.144  0.19
9 H 0.930 -1.155 0.759  0.24
10 H -0.172 -0.109 -2.700  -0.01
11 H -1.826 -1.270 -1.840  0.00

Net charge ... 0
2S+1 ... 3
LUMO level (alpha / beta) ... 0.78 / -4.01 eV
HOMO energy (alpha / beta) ... -0.26781 / -0.36210 Eh

Record 4
The following is a quantum chemistry calculation of C3H5ClI2 as an isolated structure, from the Open Molecules 2025 dataset.

Each line ends with the natural charge from an NBO analysis.
Positions of all 11 atoms, in Å:
1 C -0.197 -0.645 1.420  -0.70
2 C -0.359 0.445 0.481  -0.25
3 C 0.265 0.106 -1.492  -0.55
4 Cl -0.257 -1.404 -2.075  0.04
5 I 2.408 0.424 -1.786  0.15
6 I -0.546 1.750 -2.544  0.17
7 H -0.617 -1.672 1.135  0.24
8 H 0.888 -0.896 1.630  0.23
9 H -0.410 -0.321 2.431  0.25
10 H -1.392 0.865 0.248  0.21
11 H 0.216 1.349 0.554  0.21

Net charge ... 0
LUMO level ... -0.38 eV
HOMO energy ... -0.32876 Eh

Record 5
The following is a quantum chemistry calculation of a 2-piece molecular cluster, C3H5ClO2 overall, from the Open Molecules 2025 dataset.

Each line ends with the natural charge from an NBO analysis.
Positions of all 11 atoms, in Å:
1 C 1.810 -0.079 -0.411  -0.17
2 C 0.817 0.980 -0.329  0.47
3 C -2.652 -0.853 0.046  -0.40
4 O 0.857 0.020 0.650  -0.49
5 O 1.021 2.290 -0.080  -0.68
6 Cl -3.715 0.433 -0.122  0.03
7 H 1.644 -0.900 -1.092  0.19
8 H 2.837 0.103 -0.123  0.19
9 H -1.877 -0.968 -0.684  0.18
10 H -2.620 -1.352 0.993  0.18
11 H 0.502 2.555 0.690  0.49

Net charge ... 0
LUMO level (alpha / beta) ... 0.05 / 0.18 eV
HOMO energy (alpha / beta) ... -0.30291 / -0.30384 Eh

Record 6
The following is a quantum chemistry calculation of C3H5ClP as an isolated structure, from the Open Molecules 2025 dataset.

Each line ends with the natural charge from an NBO analysis.
Positions of all 10 atoms, in Å:
1 C -0.103 0.123 -2.554  0.08
2 C 0.262 -0.555 -1.634  -0.41
3 C -0.008 -0.306 1.612  -1.11
4 P -0.750 0.513 0.211  1.12
5 Cl 0.083 2.309 0.639  -0.17
6 H -0.507 0.817 -3.210  0.26
7 H 0.891 -1.324 -1.137  0.33
8 H 0.851 -1.040 1.759  0.33
9 H -0.862 -0.957 1.988  0.29
10 H 0.141 0.421 2.326  0.28

Net charge ... +1
LUMO level ... -6.77 eV
HOMO energy ... -0.55542 Eh

Record 7
The following is a quantum chemistry calculation of one molecule with the formula C3H5ClS, from the Open Molecules 2025 dataset.

Each line ends with the natural charge from an NBO analysis.
Positions of all 10 atoms, in Å:
1 C 0.201 -1.269 -0.394  -0.66
2 C -0.593 0.067 -0.090  -0.09
3 S -2.029 0.035 -0.852  0.07
4 C 0.191 1.087 0.550  -0.48
5 Cl -0.265 2.768 0.217  -0.02
6 H 0.976 -0.940 -1.146  0.23
7 H 0.591 -1.642 0.539  0.21
8 H -0.492 -2.017 -0.802  0.24
9 H 0.145 0.805 1.661  0.26
10 H 1.275 1.105 0.317  0.25

Net charge ... 0
Structure (SMILES) ... CC(=S)CCl
LUMO level ... -0.27 eV
HOMO energy ... -0.31668 Eh

Record 8
The following is a quantum chemistry calculation of one molecule with the formula C3H5ClS, from the Open Molecules 2025 dataset.

Each line ends with the natural charge from an NBO analysis.
Positions of all 10 atoms, in Å:
1 C 0.863 1.303 -0.418  -0.41
2 C 0.634 0.002 0.034  -0.01
3 Cl 1.814 -1.328 -0.200  -0.03
4 C -0.546 -0.355 0.612  -0.71
5 S -1.755 -0.836 -0.420  0.05
6 H 1.417 1.776 -1.434  0.24
7 H 0.244 2.138 0.024  0.20
8 H -0.997 0.600 1.256  0.27
9 H -0.404 -1.062 1.471  0.24
10 H -1.270 -2.238 -0.925  0.14

Net charge ... 0
Structure (SMILES) ... C=C(Cl)CS
LUMO level ... 0.41 eV
HOMO energy ... -0.33481 Eh

| no. | total energy (eV) |
| --- | --- |
| 1 | -33931.6669 |
| 2 | -40560.7217 |
| 3 | -37520.4666 |
| 4 | -31913.3049 |
| 5 | -19804.1451 |
| 6 | -24992.4798 |
| 7 | -26548.5800 |
| 8 | -26546.5846 |